Entry 1:
DFT (ωB97M-V with the def2-TZVPD basis set) results for C3H3F3O in the gas phase at a distorted geometry.

Computed properties:
LUMO energy (alpha / beta): -0.10 / 0.20 eV
ΔE to the lowest compared entry with this formula, charge and spin: 490.5 kJ/mol
Orbital gap (alpha / beta): 7.18 / 8.05 eV
HOMO (alpha / beta): -7.3 / -7.8 eV

XYZ file:
```
10
C3H3F3O | the Open Molecules 2025 dataset | ωB97M-V with the def2-TZVPD basis set
H 3.18 1.58 0.26
F 0.69 -1.58 -0.23
O 1.64 0.27 0.34
C 3.05 0.63 0.67
F -0.85 1.35 0.72
H -1.50 -0.53 0.64
C 0.57 -0.31 0.18
C -0.88 0.14 0.09
H -1.24 0.45 -0.97
F 3.82 -0.38 0.23
```

Mulliken population analysis, charges in e, atoms 1 to 8: atom 1 (H): 0.219, atom 2 (F): -0.231, atom 3 (O): -0.197, atom 4 (C): -0.223, atom 5 (F): -0.266, atom 6 (H): 0.237, atom 7 (C): 0.584, atom 8 (C): -0.127

Entry 2:
DFT (ωB97M-V with the def2-TZVPD basis set) results for a molecular structure, C3H3F7KN3O15S6 at a distorted geometry.

Computed properties:
LUMO energy: 3.68 eV
Charge: -2
Orbital gap: 8.66 eV
HOMO: -5.0 eV

XYZ file:
```
38
C3H3F7KN3O15S6 | the Open Molecules 2025 dataset | ωB97M-V with the def2-TZVPD basis set
H 7.98 5.28 -4.83
H 9.52 5.60 -5.56
F 9.63 0.54 -6.84
S 10.63 -0.35 -0.33
O 8.09 0.54 0.48
O 10.11 -1.70 -0.58
O 8.07 -0.39 -1.97
S 13.65 3.59 -2.53
S 11.72 -1.51 -4.56
S 8.54 0.55 -0.92
O 8.82 6.58 -2.51
O 12.39 -2.60 -5.25
O 9.54 4.72 -1.31
F 7.73 1.88 -1.30
C 9.27 5.25 -2.39
S 10.20 -0.84 -6.19
C 9.00 5.59 -4.60
K 10.65 2.01 -3.70
O 10.57 -1.52 -7.46
O 15.04 3.77 -2.89
O 13.20 4.05 -1.22
C 9.05 6.89 -3.88
O 10.84 -1.87 -3.42
F 11.84 5.58 -5.10
F 12.02 -0.26 -1.18
H 10.03 7.35 -3.93
F 13.50 1.95 -2.42
N 9.94 1.04 -1.11
O 14.10 5.48 -4.84
O 11.13 -0.11 1.05
F 8.05 7.75 -4.18
O 12.72 6.27 -2.91
S 12.94 5.30 -3.97
O 9.49 4.71 -3.58
O 9.01 -1.31 -5.53
N 12.53 3.89 -3.77
N 11.32 -0.09 -5.48
F 13.01 -0.63 -3.89
```

Mulliken population analysis, charges in e, atoms 1 to 8: atom 1 (H): 0.345, atom 2 (H): 0.301, atom 3 (F): -0.361, atom 4 (S): 0.927, atom 5 (O): -0.662, atom 6 (O): -0.505, atom 7 (O): -0.553, atom 8 (S): 0.992

Entry 3:
DFT (ωB97M-V with the def2-TZVPD basis set) results for C3H3FI2O in the gas phase at a distorted geometry.

Computed properties:
LUMO energy (alpha / beta): -0.03 / -3.04 eV
2S+1: 3
Expectation value of S²: 2.01
ΔE to the lowest compared entry with this formula, charge and spin: 0.0 kJ/mol
Orbital gap (alpha / beta): 5.10 / 6.43 eV
HOMO (alpha / beta): -5.1 / -9.5 eV

XYZ file:
```
10
C3H3FI2O | the Open Molecules 2025 dataset | ωB97M-V with the def2-TZVPD basis set
H -0.32 0.89 1.66
H 0.54 -0.51 2.41
I -0.72 -2.06 -2.31
C 0.43 0.24 -0.59
C -0.15 -0.18 1.62
F -0.10 0.86 -2.81
H -1.14 -0.74 1.90
O 0.43 -0.69 0.39
I 1.03 2.27 -0.38
C -0.02 -0.08 -1.88
```

Mulliken population analysis, charges in e, atoms 1 to 8: atom 1 (H): 0.334, atom 2 (H): 0.226, atom 3 (I): -0.060, atom 4 (C): 0.179, atom 5 (C): -0.610, atom 6 (F): -0.195, atom 7 (H): 0.225, atom 8 (O): -0.247

Entry 4:
DFT (ωB97M-V with the def2-TZVPD basis set) results for C3H3FN2O in the gas phase at a distorted geometry.

Computed properties:
LUMO energy: 0.74 eV
ΔE to the lowest compared entry with this formula, charge and spin: 337.6 kJ/mol
Structure (SMILES): FNc1ncco1
Orbital gap: 9.89 eV
HOMO: -9.2 eV

XYZ file:
```
10
C3H3FN2O | the Open Molecules 2025 dataset | ωB97M-V with the def2-TZVPD basis set
C -1.51 0.29 0.11
H 1.78 1.53 -0.05
N 0.15 -1.19 -0.20
H -1.78 -1.86 -0.05
C -1.25 -1.01 -0.03
H -2.36 0.78 0.23
F 2.90 -0.05 0.36
O -0.34 0.97 0.05
C 0.58 0.05 -0.08
N 1.83 0.50 -0.34
```

Mulliken population analysis, charges in e, atoms 1 to 8: atom 1 (C): -0.431, atom 2 (H): 0.320, atom 3 (N): -0.525, atom 4 (H): 0.482, atom 5 (C): -0.223, atom 6 (H): 0.490, atom 7 (F): -0.159, atom 8 (O): -0.315

Entry 5:
DFT (ωB97M-V with the def2-TZVPD basis set) results for C3H3FN2OS in the gas phase at a distorted geometry.

Computed properties:
LUMO energy: 0.64 eV
ΔE to the lowest compared entry with this formula, charge and spin: 169.4 kJ/mol
Structure (SMILES): Fc1c[nH]/c(=N/S)o1
Orbital gap: 8.43 eV
HOMO: -7.8 eV

XYZ file:
```
11
C3H3FN2OS | the Open Molecules 2025 dataset | ωB97M-V with the def2-TZVPD basis set
H 0.48 0.75 2.76
C 0.56 0.39 0.16
N 0.58 -0.16 -1.11
C -1.35 -0.61 -0.30
H -0.88 -1.32 -2.27
C -0.63 -0.68 -1.44
N 1.50 1.12 0.70
S 1.55 1.48 2.45
F -2.54 -1.03 0.09
O -0.63 -0.03 0.76
H 1.37 0.09 -1.80
```

Mulliken population analysis, charges in e, atoms 1 to 8: atom 1 (H): 0.135, atom 2 (C): 0.469, atom 3 (N): -0.087, atom 4 (C): 0.355, atom 5 (H): 0.362, atom 6 (C): -0.318, atom 7 (N): -0.546, atom 8 (S): -0.123

Entry 6:
DFT (ωB97M-V with the def2-TZVPD basis set) results for a molecular structure, C3H3FO at a distorted geometry.

Computed properties:
LUMO energy: 0.98 eV
ΔE to the lowest compared entry with this formula, charge and spin: 331.2 kJ/mol
Orbital gap: 9.92 eV
HOMO: -8.9 eV

XYZ file:
```
8
C3H3FO | the Open Molecules 2025 dataset | ωB97M-V with the def2-TZVPD basis set
C 0.27 -1.56 0.07
C -0.91 -1.09 0.42
C 0.52 0.38 -0.33
H 1.15 0.67 0.42
H 0.55 0.78 -1.33
H -1.81 -1.39 0.80
F 1.13 -2.50 0.01
O -0.87 0.27 0.11
```

Okay, here come the Mulliken numbers, in e, for every atom: atom 1 (C): 0.108, atom 2 (C): -0.101, atom 3 (C): -0.395, atom 4 (H): 0.283, atom 5 (H): 0.248, atom 6 (H): 0.424, atom 7 (F): -0.220, atom 8 (O): -0.346

Entry 7:
DFT (ωB97M-V with the def2-TZVPD basis set) results for C3H3FO in the gas phase at a distorted geometry.

Computed properties:
LUMO energy: 0.27 eV
ΔE to the lowest compared entry with this formula, charge and spin: 761.0 kJ/mol
Orbital gap: 9.63 eV
HOMO: -9.4 eV

XYZ file:
```
8
C3H3FO | the Open Molecules 2025 dataset | ωB97M-V with the def2-TZVPD basis set
H -0.72 -1.76 0.42
C 0.36 -0.14 -0.18
O -2.24 0.91 0.13
H 2.25 0.52 -0.70
H 1.54 1.05 0.91
C -0.69 -0.84 -0.09
C 1.42 0.57 -0.08
F -1.92 -0.31 -0.41
```

Okay, here come the Mulliken numbers, in e, for every atom: atom 1 (H): 0.355, atom 2 (C): 0.171, atom 3 (O): -0.505, atom 4 (H): 0.303, atom 5 (H): 0.222, atom 6 (C): -0.135, atom 7 (C): -0.570, atom 8 (F): 0.159

Entry 8:
DFT (ωB97M-V with the def2-TZVPD basis set) results for C3H3FO2 in the gas phase at a distorted geometry.

Computed properties:
LUMO energy: 0.77 eV
ΔE to the lowest compared entry with this formula, charge and spin: 60.7 kJ/mol
Structure (SMILES): O=C1OC[C@@H]1F
Orbital gap: 11.61 eV
HOMO: -10.8 eV

XYZ file:
```
9
C3H3FO2 | the Open Molecules 2025 dataset | ωB97M-V with the def2-TZVPD basis set
O 1.33 0.94 -1.76
F -1.65 0.59 -0.51
C -0.09 -0.80 0.63
H -0.34 1.43 0.73
O 1.05 -0.85 -0.31
H -0.76 -1.52 0.32
C -0.44 0.56 0.11
H 0.16 -0.75 1.68
C 0.74 0.39 -0.89
```

Mulliken population analysis, charges in e, atoms 1 to 8: atom 1 (O): -0.483, atom 2 (F): -0.281, atom 3 (C): -0.432, atom 4 (H): 0.255, atom 5 (O): -0.341, atom 6 (H): 0.298, atom 7 (C): 0.309, atom 8 (H): 0.259

Entry 9:
DFT (ωB97M-V with the def2-TZVPD basis set) results for a molecular structure, C3H3FO2Rh at a distorted geometry.

Computed properties:
LUMO energy (alpha / beta): -10.71 / -14.39 eV
2S+1: 6
Charge: +2
Expectation value of S²: 8.76
ΔE to the lowest compared entry with this formula, charge and spin: 0.0 kJ/mol
Orbital gap (alpha / beta): 6.26 / 6.32 eV
HOMO (alpha / beta): -17.0 / -20.7 eV

XYZ file:
```
10
C3H3FO2Rh | the Open Molecules 2025 dataset | ωB97M-V with the def2-TZVPD basis set
F 2.62 0.92 1.14
H 1.07 0.15 -1.55
O -1.13 -0.94 0.52
H 1.88 0.82 0.28
H 0.77 -1.87 0.45
C 0.47 0.08 -0.64
Rh -3.50 0.84 0.36
C -1.65 0.23 0.07
O -0.68 0.87 -0.65
C 0.14 -1.09 0.02
```

Mulliken population analysis, charges in e, atoms 1 to 8: atom 1 (F): -0.326, atom 2 (H): 0.442, atom 3 (O): -0.186, atom 4 (H): 0.429, atom 5 (H): 0.409, atom 6 (C): -0.237, atom 7 (Rh): 0.477, atom 8 (C): 0.829

Entry 10:
DFT (ωB97M-V with the def2-TZVPD basis set) results for C3H3FOS in the gas phase at a distorted geometry.

Computed properties:
LUMO energy: 0.41 eV
ΔE to the lowest compared entry with this formula, charge and spin: 185.2 kJ/mol
Structure (SMILES): O=CS/C=C\F
Orbital gap: 9.76 eV
HOMO: -9.3 eV

XYZ file:
```
9
C3H3FOS | the Open Molecules 2025 dataset | ωB97M-V with the def2-TZVPD basis set
C 0.33 0.35 1.19
H -0.30 -1.76 1.30
F 0.97 1.24 0.47
C 0.17 -0.96 0.73
C -0.31 0.20 -1.55
O -0.10 0.56 -2.65
H -0.37 0.96 2.08
S 0.40 -1.34 -1.00
H -0.77 0.75 -0.55
```

Mulliken population analysis, charges in e, atoms 1 to 8: atom 1 (C): -0.178, atom 2 (H): 0.346, atom 3 (F): -0.183, atom 4 (C): -0.186, atom 5 (C): 0.230, atom 6 (O): -0.407, atom 7 (H): 0.243, atom 8 (S): -0.089

Entry 11:
DFT (ωB97M-V with the def2-TZVPD basis set) results for C3H3FS in the gas phase at a distorted geometry.

Computed properties:
LUMO energy: -0.89 eV
ΔE to the lowest compared entry with this formula, charge and spin: 134.8 kJ/mol
Structure (SMILES): F/C=C/C=S
Orbital gap: 7.88 eV
HOMO: -8.8 eV

XYZ file:
```
8
C3H3FS | the Open Molecules 2025 dataset | ωB97M-V with the def2-TZVPD basis set
F -2.44 -0.73 0.07
H -0.51 1.62 0.00
C 1.06 0.37 0.14
C -0.36 0.51 -0.13
H 1.66 1.38 0.04
C -1.08 -0.64 -0.10
S 2.07 -0.82 -0.01
H -0.40 -1.68 0.01
```

Okay, here come the Mulliken numbers, in e, for every atom: atom 1 (F): -0.212, atom 2 (H): 0.259, atom 3 (C): -0.174, atom 4 (C): -0.011, atom 5 (H): 0.218, atom 6 (C): -0.011, atom 7 (S): -0.283, atom 8 (H): 0.215

Entry 12:
DFT (ωB97M-V with the def2-TZVPD basis set) results for C3H3FS in the gas phase at a distorted geometry.

Computed properties:
LUMO energy: -0.75 eV
ΔE to the lowest compared entry with this formula, charge and spin: 21.7 kJ/mol
Structure (SMILES): C=CC(F)=S
Orbital gap: 8.59 eV
HOMO: -9.3 eV

XYZ file:
```
8
C3H3FS | the Open Molecules 2025 dataset | ωB97M-V with the def2-TZVPD basis set
C 1.25 -0.22 0.05
H 1.04 -1.24 0.17
S -2.67 0.75 0.00
H 2.37 0.01 -0.18
H 0.30 1.63 -0.02
C 0.20 0.58 -0.02
F -1.27 -1.43 0.00
C -1.22 -0.09 -0.01
```

Okay, here come the Mulliken numbers, in e, for every atom: atom 1 (C): -0.531, atom 2 (H): 0.234, atom 3 (S): -0.218, atom 4 (H): 0.225, atom 5 (H): 0.361, atom 6 (C): -0.219, atom 7 (F): -0.187, atom 8 (C): 0.334